No. 1
{"formula": "C3H3FN2", "method": "the ωB97M-V functional and the def2-TZVPD basis", "species": ["C", "C", "C", "N", "N", "F", "H", "H", "H"], "positions_angstrom": [[1.382, 1.283, -0.038], [1.164, -0.095, -0.033], [-1.615, 0.029, 0.012], [1.708, 2.390, 0.078], [1.704, -1.174, -0.099], [0.862, -2.435, -0.047], [-2.237, -0.516, -0.625], [-1.308, 0.958, -0.261], [-1.659, -0.440, 1.013]], "forces_ev_per_angstrom": [[1.05, -0.06, 0.41], [-1.47, -0.26, -0.25], [-0.07, -2.85, 2.15], [-0.66, -0.68, -0.25], [0.42, -0.35, 0.01], [0.08, 1.26, 0.01], [-0.56, -0.65, -1.41], [0.70, 2.52, -0.21], [0.50, 1.07, -0.45]]}

***

No. 2
{"formula": "C18H26ClIrNO3PTe", "method": "the ωB97M-V functional and the def2-TZVPD basis", "species": ["Ir", "C", "P", "C", "C", "O", "H", "H", "H", "H", "H", "H", "H", "H", "H", "C", "C", "C", "C", "N", "C", "C", "H", "H", "H", "H", "H", "H", "H", "Cl", "C", "C", "C", "C", "C", "C", "C", "O", "O", "H", "H", "H", "H", "C", "Te", "C", "H", "H", "H", "H", "H", "H"], "positions_angstrom": [[-0.290, 0.097, -0.262], [-0.844, -1.555, 3.645], [-0.005, -0.016, 3.278], [1.651, -0.128, 3.945], [-0.879, 1.281, 4.141], [0.050, 0.311, 1.789], [-0.873, -1.705, 4.726], [-0.314, -2.399, 3.202], [-1.867, -1.521, 3.270], [1.617, -0.407, 4.999], [2.153, 0.834, 3.848], [2.218, -0.882, 3.397], [-0.889, 1.088, 5.215], [-1.905, 1.329, 3.778], [-0.389, 2.238, 3.960], [5.306, 3.061, -0.563], [4.014, 2.319, -0.455], [3.790, 1.131, -1.150], [2.573, 0.495, -1.059], [1.571, 0.958, -0.294], [1.771, 2.105, 0.379], [2.958, 2.800, 0.315], [6.116, 2.410, -0.884], [5.575, 3.524, 0.386], [5.207, 3.861, -1.300], [4.557, 0.705, -1.782], [2.375, -0.394, -1.643], [0.946, 2.461, 0.979], [3.053, 3.724, 0.870], [-6.345, 0.099, -6.016], [-5.097, 0.039, -4.844], [-5.353, -0.547, -3.606], [-4.347, -0.593, -2.665], [-3.090, -0.057, -2.962], [-2.845, 0.529, -4.207], [-3.849, 0.577, -5.150], [-2.043, -0.104, -1.972], [-0.866, 0.427, -2.153], [-2.161, -0.688, -0.810], [-6.332, -0.953, -3.398], [-4.530, -1.035, -1.695], [-1.870, 0.941, -4.430], [-3.683, 1.024, -6.119], [-1.167, -3.364, 0.252], [0.282, -2.289, -0.851], [1.865, -2.720, 0.494], [-0.844, -4.404, 0.274], [-2.118, -3.262, -0.261], [-1.223, -2.952, 1.253], [1.492, -2.629, 1.510], [2.684, -2.026, 0.323], [2.196, -3.738, 0.300]], "forces_ev_per_angstrom": [[0.81, -0.08, 0.22], [0.01, 0.01, -0.01], [-0.10, 0.06, 0.06], [-0.03, -0.02, -0.01], [0.02, -0.03, 0.00], [-0.22, -0.38, -0.06], [-0.01, 0.01, 0.00], [0.01, 0.00, 0.02], [0.01, 0.00, -0.01], [0.00, 0.01, 0.00], [0.00, 0.00, -0.01], [0.01, 0.00, 0.01], [0.00, -0.01, 0.00], [0.00, 0.01, 0.00], [0.00, 0.00, 0.00], [0.01, 0.01, 0.00], [0.01, -0.01, -0.01], [0.00, -0.01, -0.01], [-0.02, 0.11, -0.08], [-0.09, 0.15, -0.03], [0.08, -0.02, -0.01], [-0.03, 0.01, 0.02], [0.00, 0.00, 0.00], [0.00, 0.00, 0.00], [0.00, 0.00, 0.00], [0.01, 0.01, 0.01], [0.00, -0.02, 0.00], [0.00, 0.00, 0.01], [0.01, 0.00, -0.01], [-0.01, 0.00, -0.01], [0.02, 0.00, 0.01], [0.00, 0.00, 0.01], [-0.03, -0.02, 0.01], [0.06, -0.01, 0.10], [0.02, 0.01, -0.03], [0.00, 0.01, -0.02], [0.23, -0.26, 0.39], [-0.69, -0.59, 0.08], [-0.17, 0.89, -0.65], [0.00, 0.00, 0.00], [0.00, 0.00, 0.00], [-0.01, 0.00, 0.01], [0.00, 0.00, 0.00], [0.04, 0.05, -0.05], [0.15, 0.09, 0.11], [-0.03, 0.02, -0.01], [0.00, 0.00, -0.01], [0.00, -0.01, 0.00], [-0.03, 0.00, -0.01], [0.00, 0.00, 0.00], [-0.01, 0.01, -0.02], [-0.01, 0.00, 0.00]], "charge": 2}

***

No. 3
{"formula": "C36H106N8O13", "method": "the ωB97M-V functional and the def2-TZVPD basis", "species": ["C", "C", "C", "O", "C", "N", "H", "H", "H", "H", "H", "H", "H", "H", "H", "H", "H", "C", "C", "C", "O", "C", "N", "H", "H", "H", "H", "H", "H", "H", "H", "H", "H", "H", "C", "C", "C", "O", "C", "N", "H", "H", "H", "H", "H", "H", "H", "H", "H", "H", "H", "C", "C", "C", "O", "C", "N", "H", "H", "H", "H", "H", "H", "H", "H", "H", "H", "H", "C", "C", "C", "O", "C", "N", "H", "H", "H", "H", "H", "H", "H", "H", "H", "H", "H", "C", "C", "C", "O", "C", "N", "H", "H", "H", "H", "H", "H", "H", "H", "H", "H", "H", "C", "C", "C", "O", "C", "N", "H", "H", "H", "H", "H", "H", "H", "H", "H", "H", "H", "C", "C", "C", "O", "C", "N", "H", "H", "H", "H", "H", "H", "H", "H", "H", "H", "H", "O", "H", "H", "C", "O", "H", "H", "H", "H", "C", "O", "H", "H", "H", "H", "C", "O", "H", "H", "H", "H", "C", "O", "H", "H", "H", "H"], "positions_angstrom": [[19.981, 14.733, 20.386], [20.593, 16.110, 20.142], [21.866, 16.323, 20.869], [22.866, 15.530, 20.328], [24.142, 15.680, 20.803], [20.753, 16.369, 18.702], [19.092, 14.668, 19.798], [19.773, 14.452, 21.385], [20.654, 13.974, 20.057], [19.979, 16.936, 20.516], [21.618, 16.028, 21.907], [22.124, 17.363, 20.767], [24.790, 14.973, 20.318], [24.232, 15.642, 21.887], [24.475, 16.714, 20.587], [19.916, 16.200, 18.151], [21.411, 15.684, 18.391], [16.125, 8.297, 13.380], [16.764, 9.325, 12.494], [17.412, 8.651, 11.272], [18.023, 9.688, 10.534], [18.376, 9.327, 9.219], [15.826, 10.317, 12.046], [15.707, 8.824, 14.214], [16.838, 7.515, 13.648], [15.361, 7.804, 12.761], [17.567, 9.856, 12.970], [16.540, 8.187, 10.739], [18.166, 7.892, 11.483], [19.171, 8.573, 9.179], [18.721, 10.278, 8.742], [17.518, 8.886, 8.661], [16.356, 11.153, 11.815], [15.373, 10.021, 11.153], [16.439, 13.601, 9.713], [17.445, 14.535, 10.415], [18.768, 13.876, 10.728], [19.338, 13.478, 9.526], [20.625, 12.928, 9.606], [17.752, 15.785, 9.660], [16.691, 13.482, 8.656], [15.425, 14.043, 9.755], [16.451, 12.567, 10.171], [16.995, 14.729, 11.435], [18.619, 12.980, 11.343], [19.412, 14.586, 11.256], [20.617, 11.970, 10.134], [21.325, 13.557, 10.090], [20.860, 12.691, 8.583], [18.505, 15.531, 8.988], [16.969, 15.883, 9.010], [23.923, 10.523, 23.303], [23.993, 11.419, 22.050], [23.198, 10.832, 20.859], [21.773, 10.737, 21.218], [21.040, 10.102, 20.162], [23.537, 12.796, 22.362], [22.853, 10.502, 23.607], [24.702, 10.796, 24.044], [24.164, 9.457, 22.999], [25.043, 11.447, 21.690], [23.528, 9.784, 20.668], [23.178, 11.456, 19.953], [20.806, 10.821, 19.397], [20.167, 9.692, 20.647], [21.632, 9.289, 19.715], [23.111, 13.183, 21.516], [22.748, 12.630, 22.916], [22.728, 7.390, 12.225], [21.801, 8.460, 11.577], [21.559, 9.612, 12.534], [20.718, 9.271, 13.618], [20.791, 10.390, 14.596], [22.315, 9.037, 10.372], [22.982, 6.602, 11.522], [22.256, 6.960, 13.148], [23.679, 7.787, 12.488], [20.802, 7.983, 11.509], [21.182, 10.497, 11.999], [22.582, 9.870, 12.816], [21.183, 9.933, 15.509], [19.819, 10.834, 14.811], [21.529, 11.128, 14.280], [22.813, 8.374, 9.790], [21.556, 9.394, 9.846], [23.490, 10.256, 16.605], [23.809, 8.738, 16.545], [24.109, 8.242, 17.938], [24.966, 9.116, 18.728], [26.366, 9.036, 18.346], [22.656, 8.048, 15.962], [24.336, 10.839, 17.039], [22.598, 10.404, 17.240], [23.283, 10.724, 15.622], [24.694, 8.626, 15.889], [24.455, 7.181, 17.920], [23.206, 8.188, 18.510], [26.445, 9.269, 17.254], [26.761, 7.974, 18.433], [26.935, 9.719, 18.944], [22.456, 8.309, 14.993], [22.825, 7.060, 15.934], [10.432, 12.939, 15.236], [11.809, 13.290, 14.650], [12.663, 13.954, 15.701], [13.798, 14.430, 15.191], [14.434, 15.410, 15.968], [12.462, 12.102, 14.107], [10.574, 12.169, 16.000], [9.788, 12.634, 14.415], [9.898, 13.771, 15.665], [11.770, 14.089, 13.885], [12.839, 13.233, 16.514], [12.099, 14.742, 16.212], [15.152, 15.983, 15.395], [14.933, 14.962, 16.795], [13.644, 16.084, 16.248], [12.388, 12.058, 13.097], [12.004, 11.257, 14.423], [17.138, 13.113, 14.461], [16.977, 11.917, 15.348], [17.541, 12.286, 16.711], [18.920, 12.292, 16.596], [19.670, 13.069, 17.460], [15.624, 11.430, 15.437], [16.982, 13.951, 15.112], [16.331, 13.148, 13.724], [18.107, 13.185, 13.974], [17.579, 11.067, 15.173], [17.251, 11.533, 17.477], [17.279, 13.288, 17.033], [19.606, 14.139, 17.313], [20.743, 12.802, 17.414], [19.414, 12.877, 18.544], [14.981, 12.177, 15.452], [15.444, 10.841, 14.639], [13.941, 10.303, 17.734], [14.396, 9.659, 18.250], [14.478, 10.465, 16.937], [18.762, 8.276, 17.011], [18.936, 9.459, 17.789], [18.749, 7.500, 17.736], [17.803, 8.343, 16.419], [19.545, 8.141, 16.306], [18.875, 10.225, 17.201], [15.041, 13.405, 19.964], [16.164, 14.023, 19.332], [14.752, 12.436, 19.491], [15.245, 13.290, 21.023], [14.211, 14.035, 19.665], [16.911, 13.679, 19.793], [17.143, 17.303, 19.183], [17.612, 16.361, 18.233], [17.776, 18.179, 19.134], [16.073, 17.605, 19.137], [17.213, 16.858, 20.159], [17.208, 15.483, 18.282], [13.907, 15.299, 11.698], [14.505, 14.156, 12.342], [12.843, 15.068, 11.495], [13.974, 16.189, 12.317], [14.427, 15.502, 10.785], [14.356, 14.229, 13.282]], "forces_ev_per_angstrom": [[0.30, 0.64, -0.37], [-1.24, 0.29, -0.94], [-0.01, -0.37, 0.59], [-0.90, -1.56, -0.82], [0.82, 2.05, 0.61], [0.28, 0.09, 0.23], [-0.73, -0.12, -0.31], [-0.36, 0.20, 1.33], [0.66, -0.54, -0.55], [-0.49, -0.36, 0.13], [0.62, 0.40, 0.04], [0.35, 0.70, 0.30], [0.24, -0.32, -0.07], [-0.16, -0.66, 0.27], [0.26, -0.23, -0.30], [-0.27, 0.21, 0.52], [0.71, -0.26, -0.45], [0.14, -0.39, -0.98], [1.13, -0.79, -1.10], [-0.68, 0.29, 0.02], [-0.13, -0.20, -0.35], [-0.11, 0.57, -0.53], [-0.85, 0.56, -0.76], [-0.42, -0.30, 0.66], [-0.01, 0.17, 0.38], [-0.23, 0.11, 0.50], [0.46, 0.22, 0.71], [0.74, 0.15, -0.17], [-0.07, -0.25, 0.31], [0.14, 0.06, 0.17], [-0.29, -0.91, 0.14], [0.33, 0.47, 0.27], [-0.34, -0.04, -0.07], [0.36, 0.30, 1.00], [0.12, -0.51, 0.10], [-0.33, 0.02, 1.04], [-0.31, -0.47, 0.32], [0.26, 0.14, -0.87], [-1.20, -1.19, -0.32], [-0.38, -0.93, -0.75], [0.13, -0.04, 0.04], [0.51, -0.46, 0.12], [-0.21, 1.19, -0.38], [0.38, 0.38, -1.03], [-0.07, 0.06, 0.31], [0.09, 0.05, 0.10], [-0.10, -0.12, 0.29], [0.86, 0.91, 0.31], [0.65, 0.14, -0.38], [-0.39, 0.16, 0.75], [0.02, 0.49, 0.28], [0.06, -1.09, -1.15], [0.31, 0.03, -0.99], [-1.59, -0.85, 0.95], [1.08, -0.24, -0.21], [0.92, -0.03, 1.08], [1.03, -0.43, -1.11], [0.90, 0.13, 0.50], [-0.99, 0.13, -0.15], [-0.25, 1.13, 0.26], [-0.41, 0.12, 0.23], [0.10, 0.84, -0.25], [0.82, -0.12, 0.10], [-0.35, 0.27, -0.49], [-0.44, -0.05, -0.29], [-0.22, 0.08, 0.07], [0.40, 0.12, 0.09], [-1.52, 0.06, 1.34], [-1.18, 0.09, -0.03], [-0.99, -1.20, 1.64], [0.51, 0.09, -0.44], [0.57, 1.58, 0.58], [0.11, -1.57, 0.00], [1.00, -0.42, -0.14], [-0.40, -0.36, -0.12], [0.34, 0.32, -0.97], [0.83, 0.76, 0.43], [0.23, -0.11, -0.59], [-0.21, -0.23, -0.04], [0.12, 0.38, 0.69], [-0.34, 0.20, 0.02], [0.06, -0.06, -0.40], [-0.33, 0.12, -0.17], [-0.08, -0.06, 0.09], [-0.65, 0.53, -0.71], [0.38, 0.40, 0.20], [0.16, 1.72, -1.25], [0.79, -0.32, 0.85], [0.73, -1.11, -0.89], [-1.24, -1.63, -1.45], [-0.14, -0.02, 0.16], [-0.61, -0.57, -0.17], [0.33, 0.01, -0.16], [0.15, -0.58, 0.39], [-0.05, -0.06, 0.32], [0.37, 0.64, -0.01], [-0.80, 0.23, 0.23], [0.21, 0.17, 0.81], [-0.44, 1.12, 0.26], [0.17, 0.33, 0.31], [0.23, 0.19, 0.46], [0.05, -0.60, 0.08], [0.36, 0.25, -0.62], [-0.29, 0.62, -0.05], [-2.17, -1.44, 2.16], [2.74, 0.64, -2.16], [-0.45, 0.31, -0.58], [0.09, -0.09, -0.39], [-0.28, -0.06, -0.20], [-0.02, -0.60, 0.06], [0.11, 0.50, 0.42], [-0.43, -0.61, -0.13], [0.25, -0.28, 0.08], [-0.30, 0.33, -0.24], [0.18, -0.20, -0.41], [0.35, -0.25, 1.04], [-0.12, 0.65, 0.76], [0.24, 0.24, 0.04], [0.00, -0.02, 0.31], [-0.26, -0.11, -1.02], [-0.14, 0.33, 1.61], [-0.76, -0.10, 1.29], [1.78, -0.78, -1.24], [0.61, -0.45, 2.25], [0.49, -1.26, 0.67], [0.11, 0.89, 0.04], [0.31, -0.10, -0.23], [0.06, 0.10, 0.01], [0.81, -1.03, -1.23], [-0.18, 0.47, -0.23], [-0.81, 0.19, 0.20], [-0.37, 0.40, -0.37], [-0.51, -0.07, -0.43], [-0.07, 0.07, -0.98], [-1.08, 0.94, -0.32], [-0.42, 0.25, -0.36], [-0.69, 0.83, -0.65], [0.61, -0.73, 0.45], [0.23, 0.05, 0.20], [-1.53, 1.45, -0.33], [0.03, 0.20, -0.23], [-0.18, -0.98, 0.27], [0.68, -0.37, 0.70], [0.95, -0.23, -0.55], [0.23, -0.01, 0.09], [-0.54, -0.45, -1.50], [-0.36, -0.01, -0.21], [0.70, 0.29, 0.41], [-0.52, 0.14, 0.18], [-0.32, 0.30, 0.84], [1.12, -0.28, 0.22], [-0.72, -0.72, 0.39], [0.18, 0.28, -0.89], [0.10, 0.10, -0.14], [0.50, -0.18, -0.72], [0.31, -0.04, 0.79], [-0.45, 0.49, 0.55], [-0.55, -1.03, 0.97], [0.11, 0.61, -1.07], [0.38, 0.32, -0.09], [-0.04, 0.17, 0.17], [0.24, 0.00, -0.53], [-0.28, -0.03, 0.67]]}

***

No. 4
{"formula": "CHBrClNO", "method": "the ωB97M-V functional and the def2-TZVPD basis", "species": ["C", "N", "O", "Cl", "Br", "H"], "positions_angstrom": [[0.968, 0.855, 0.430], [1.685, 0.173, -0.182], [-0.737, -1.569, -0.057], [0.455, 2.069, 1.435], [-2.121, -0.278, -0.468], [-0.250, -1.251, -1.159]], "forces_ev_per_angstrom": [[1.80, 0.22, -0.05], [-1.39, 0.55, 0.45], [0.65, 2.90, -6.02], [-0.27, -0.64, -0.44], [0.72, -1.03, 0.76], [-1.51, -2.00, 5.31]]}

***

Number 1: E -8849.9730 eV. Number 2: E -58651.7786 eV. Number 3: E -77582.2756 eV. Number 4: E -87151.6797 eV.